This record from the Open Molecules 2025 dataset describes a structure of composition C44H128Li6N10O29 in a non-equilibrium geometry. The level of theory is ωB97M-V/def2-TZVPD.

```
! wB97M-V def2-TZVPD RIJCOSX def2/J DEFGRID3
* xyz 0 1
Li 4.08375 1.50353 -17.89121
Li 1.39074 0.33748 -15.38376
Li -0.99108 1.70964 -14.96420
Li 4.02625 0.84183 -14.44939
Li -0.09860 -1.82735 -14.60246
Li 2.00255 3.15335 -15.39208
O 1.01831 -1.52687 -16.31831
C 2.35590 -1.94628 -16.71352
C 3.41542 -0.91518 -17.16887
O 3.76165 0.20064 -16.32626
H 2.13557 -2.60016 -17.55732
H 2.82570 -2.61615 -15.99333
H 3.00640 -0.62586 -18.13691
H 4.39059 -1.33857 -17.40944
O -0.34722 0.08532 -13.81006
C 0.42085 0.36271 -12.64057
C 1.55539 1.59384 -12.74128
O 2.31230 1.69030 -13.96040
H 0.82089 -0.53177 -12.16311
H -0.35397 0.64438 -11.92754
H 2.22354 1.61995 -11.88047
H 1.08254 2.56604 -12.60219
O 0.38316 2.12262 -16.41158
C 0.52124 2.67425 -17.73561
C 1.78942 3.55793 -18.05453
O 3.05040 3.30096 -17.50248
H -0.26877 3.35246 -18.05813
H 0.33671 1.90918 -18.48975
H 1.56563 4.59065 -17.78712
H 1.89313 3.63780 -19.13664
C -4.35123 3.48670 -10.32934
O -3.36748 2.93123 -9.95274
N -4.55188 4.75089 -10.07690
N -5.37164 2.96203 -10.86252
H -3.78555 5.26162 -9.66218
H -5.36172 5.13061 -10.54602
H -5.31448 2.01968 -11.22141
H -6.09571 3.61588 -11.12385
C -3.89414 0.25414 -12.48703
O -5.03196 0.53702 -12.20067
N -3.67285 -0.59226 -13.38646
N -2.86088 0.73105 -11.87948
H -4.52587 -0.98425 -13.75902
H -2.83019 -0.91246 -13.84199
H -1.95657 0.51048 -12.27149
H -3.00155 1.40400 -11.13958
C -2.13241 -3.78587 -11.22363
O -1.81665 -4.44887 -9.92463
C -0.88371 -3.68484 -9.09545
C -0.97441 -4.44650 -7.79189
N -0.69029 -3.51362 -6.68806
C -0.94528 -4.11323 -5.39300
C -0.56786 -3.09829 -4.25473
O -1.37385 -1.87712 -4.33889
C -1.40046 -1.18414 -3.12274
H -2.59205 -2.79969 -11.15822
H -2.95960 -4.35890 -11.64257
H -1.36230 -3.77508 -11.99493
H -1.15585 -2.62991 -9.06135
H 0.14348 -3.63940 -9.45727
H -0.25033 -5.25868 -7.85655
H -1.97187 -4.86211 -7.64888
H -1.24088 -2.66691 -6.69352
H -0.41136 -5.06306 -5.36385
H -2.02866 -4.23171 -5.41162
H 0.51169 -2.96001 -4.31431
H -0.66458 -3.65526 -3.32279
H -0.43969 -1.11008 -2.61329
H -2.12077 -1.67756 -2.47022
H -1.77138 -0.16751 -3.25307
C 2.27636 6.49141 -9.80916
O 2.64924 7.65523 -9.11982
C 2.79154 8.80193 -9.97501
C 3.04114 10.03974 -9.08062
N 1.84980 10.46285 -8.32673
C 0.97150 11.40683 -9.11777
C -0.17113 11.89046 -8.15484
O -0.82618 10.72425 -7.64530
C -1.63613 11.05949 -6.54702
H 2.97480 6.05900 -10.52561
H 1.47850 6.74575 -10.50690
H 2.12134 5.63199 -9.15688
H 1.83079 8.96425 -10.46358
H 3.65421 8.81148 -10.64120
H 3.56045 10.84807 -9.59542
H 3.79212 9.63785 -8.40048
H 1.36031 9.58334 -8.24335
H 0.49426 10.96434 -9.99215
H 1.60364 12.23021 -9.45026
H -0.91161 12.50294 -8.66930
H 0.38461 12.43510 -7.39155
H -2.20157 11.96128 -6.78183
H -1.21478 11.18104 -5.54913
H -2.32032 10.22014 -6.42260
C 10.04019 4.56991 -15.52091
O 9.84028 5.24817 -14.29754
C 8.69338 4.85064 -13.57465
C 8.70430 3.31944 -13.16233
N 7.75883 2.99308 -12.10097
C 7.78951 1.57546 -11.79491
C 7.04430 1.13349 -10.49958
O 7.76175 1.59039 -9.32977
C 7.14923 1.09357 -8.09453
H 10.93184 4.94662 -16.02205
H 9.25051 4.70620 -16.25978
H 10.11965 3.49667 -15.34783
H 7.71789 5.09740 -13.99373
H 8.63184 5.45376 -12.66880
H 9.72731 2.99615 -12.96987
H 8.43551 2.75890 -14.05768
H 7.81750 3.65587 -11.34112
H 8.77572 1.11383 -11.84374
H 7.28478 1.09814 -12.63486
H 6.78985 0.07483 -10.55032
H 6.07853 1.63885 -10.49689
H 6.12706 1.47053 -8.06057
H 7.71275 1.21457 -7.16938
H 7.00625 0.01610 -8.17653
C 7.76122 -2.05338 -13.84657
O 6.58326 -2.59810 -13.27065
C 5.83399 -3.55466 -14.09149
C 4.64416 -4.26391 -13.34169
N 3.74589 -3.44515 -12.49290
C 4.20113 -3.46469 -11.09842
C 3.52272 -2.27988 -10.38643
O 4.10557 -0.99534 -10.64355
C 3.65950 0.07300 -9.75295
H 8.31111 -1.28297 -13.30602
H 7.56756 -1.59786 -14.81770
H 8.55923 -2.78515 -13.97224
H 6.57504 -4.25623 -14.47456
H 5.43177 -3.13266 -15.01248
H 5.08612 -5.08510 -12.77742
H 3.95626 -4.84208 -13.95863
H 3.99751 -2.52133 -12.81438
H 5.27720 -3.29364 -11.06819
H 4.06031 -4.47377 -10.71109
H 3.48688 -2.58314 -9.34008
H 2.46240 -2.29861 -10.63837
H 3.77011 1.04478 -10.23410
H 4.29029 -0.00916 -8.86782
H 2.61663 0.02400 -9.43971
C -5.00525 -1.54653 -7.22190
O -3.71222 -1.23382 -7.66393
C -3.49757 0.11344 -8.17737
C -2.03211 0.49908 -8.06485
N -1.58348 0.54530 -6.67354
C -0.12425 0.47095 -6.52638
C 0.61077 1.77781 -7.06146
O 2.01984 1.56349 -6.92280
C 2.88731 2.67542 -7.10708
H -5.76699 -1.43796 -7.99396
H -5.16446 -0.97057 -6.31030
H -5.09181 -2.57895 -6.88320
H -4.04844 0.82526 -7.56259
H -3.88159 0.12619 -9.19740
H -1.89790 1.47279 -8.53599
H -1.43797 -0.25791 -8.57677
H -2.02883 -0.15245 -6.09484
H 0.28604 -0.36046 -7.09955
H 0.30744 0.25763 -5.54851
H 0.25541 2.68940 -6.58103
H 0.48592 1.95514 -8.12967
H 3.88363 2.44739 -6.72833
H 2.55531 3.44190 -6.40681
H 2.97614 2.93708 -8.16147
C -3.61382 0.67699 -16.33371
O -3.00094 1.45773 -15.40338
C -3.38589 2.84224 -15.50990
C -2.91334 3.53034 -14.20295
N -1.41083 3.67669 -14.12288
C -1.12801 4.34380 -12.80555
C -1.58560 5.85187 -12.73517
O -0.92772 6.50781 -13.80405
C -0.81442 7.94343 -13.79581
H -4.69381 0.79923 -16.25140
H -3.42554 -0.38499 -16.17609
H -3.23613 1.06950 -17.27785
H -4.44457 3.00749 -15.70990
H -2.85268 3.30349 -16.34118
H -3.36061 2.90210 -13.43265
H -3.35128 4.52678 -14.14456
H -1.34087 4.52805 -14.66176
H -0.05428 4.38348 -12.62216
H -1.45731 3.80362 -11.91793
H -1.22564 6.30520 -11.81158
H -2.61792 6.18184 -12.85152
H -0.24940 8.17325 -12.89247
H -1.76075 8.46305 -13.64562
H -0.23905 8.35855 -14.62329
O -1.71368 -3.06576 -14.64391
H -1.55690 -3.87468 -14.15677
H -2.58875 -3.17546 -15.01600
O 1.49708 5.09030 -14.65393
H 0.54873 4.96325 -14.62705
H 1.61915 5.87375 -15.19017
O -3.05953 -1.72324 -18.16661
H -2.65189 -2.57994 -18.03961
H -2.32462 -1.11118 -18.20552
O -0.96433 -0.26066 -18.03599
H -0.61806 0.59801 -17.79304
H -0.25990 -0.87262 -17.82265
O 5.36916 2.44781 -13.69941
H 5.05556 3.17261 -14.24029
H 6.08781 2.82210 -13.18983
O 4.46982 -0.85073 -13.11393
H 5.31741 -1.29128 -13.05275
H 4.16643 -0.78723 -12.20831
O 4.22668 4.52474 -15.20399
H 4.27798 4.42419 -16.15451
H 3.59537 5.23188 -15.07120
O -0.57800 -3.89051 -17.85045
H -0.09150 -3.35428 -17.22434
H 0.00081 -4.63064 -18.03322
O 1.24605 -3.24603 -13.78080
H 1.69787 -2.92004 -14.55914
H 1.94358 -3.59967 -13.22887
*
```

Properties
- DFT total energy: -123212.38222 eV
- Kohn-Sham gap: 7.311 eV

These are the Mulliken partial charges, in e, on atoms 1 to 99:
1 Li 0.666
2 Li 0.655
3 Li 0.698
4 Li 0.538
5 Li 0.797
6 Li 0.475
7 O -0.151
8 C -0.834
9 C -0.987
10 O -0.703
11 H 0.325
12 H 0.101
13 H 0.392
14 H 0.412
15 O 0.019
16 C -0.353
17 C 0.895
18 O -0.094
19 H -0.405
20 H 0.293
21 H -0.349
22 H -1.240
23 O 0.213
24 C -0.430
25 C -1.259
26 O -0.877
27 H 0.164
28 H 0.541
29 H 0.142
30 H 0.385
31 C 0.412
32 O -0.482
33 N -0.503
34 N -0.205
35 H 0.245
36 H 0.121
37 H 0.218
38 H 0.167
39 C 0.274
40 O -0.988
41 N 0.116
42 N 2.040
43 H 0.234
44 H -0.166
45 H -0.646
46 H -0.768
47 C -0.480
48 O -0.517
49 C 1.146
50 C -0.990
51 N -0.131
52 C -0.713
53 C -0.696
54 O -0.109
55 C -1.017
56 H 0.214
57 H 0.403
58 H 0.043
59 H -0.557
60 H 0.035
61 H 0.297
62 H 0.411
63 H 0.081
64 H 0.401
65 H 0.365
66 H 0.327
67 H 0.503
68 H 0.386
69 H 0.343
70 H 0.285
71 C -0.390
72 O -0.360
73 C -0.171
74 C -0.928
75 N -0.340
76 C -0.533
77 C -0.612
78 O -0.264
79 C -0.773
80 H 0.376
81 H -0.020
82 H 0.266
83 H 0.084
84 H 0.401
85 H 0.430
86 H 0.342
87 H 0.272
88 H 0.197
89 H 0.418
90 H 0.443
91 H 0.337
92 H 0.308
93 H 0.301
94 H 0.233
95 C -0.615
96 O -0.395
97 C -0.540
98 C -0.652
99 N -0.318